Record 1
C20H25N3O | ωB97M-V/def2-TZVPD

Last column: Mulliken charge in e.
Element x y z (Å)
C 0.69 3.47 -1.71  -1.559
C 1.70 2.37 -1.66  1.094
C 3.06 2.65 -1.76  -0.787
C 4.01 1.65 -1.68  -0.630
C 3.62 0.34 -1.49  -0.892
C 2.28 0.03 -1.40  -0.141
C 1.32 1.03 -1.50  -0.151
N -0.04 0.66 -1.37  0.475
C -1.01 0.89 -2.29  0.770
O -0.86 1.53 -3.31  -0.660
C -2.38 0.29 -1.92  -1.104
N -2.47 -0.31 -0.62  -0.408
C -2.06 -1.63 -0.42  -0.099
C -2.54 -2.66 -1.23  -0.767
C -2.15 -3.97 -1.01  -0.673
C -1.28 -4.27 0.03  -0.767
C -0.80 -3.26 0.84  -0.503
C -1.17 -1.94 0.63  0.824
N -0.65 -0.85 1.38  0.853
C 0.71 -0.99 1.87  -1.161
C 1.25 0.40 2.22  -0.262
C 0.37 1.04 3.29  -0.923
C -1.08 1.06 2.82  -0.463
C -1.52 -0.36 2.44  -0.950
H -2.55 -0.36 2.09  0.577
H -1.46 -1.01 3.32  0.374
H -1.73 1.44 3.61  0.387
H -1.17 1.71 1.95  0.191
H 0.71 2.05 3.50  0.418
H 0.44 0.46 4.22  0.330
H 2.28 0.31 2.57  0.363
H 1.25 1.02 1.32  -0.023
H 1.32 -1.45 1.09  0.493
H 0.76 -1.63 2.77  0.431
H -0.11 -3.50 1.64  0.415
H -0.97 -5.29 0.20  0.404
H -2.53 -4.76 -1.64  0.390
H -3.22 -2.43 -2.03  0.457
H -2.11 0.30 0.10  0.360
H -3.11 1.10 -1.99  0.370
H -2.63 -0.44 -2.69  0.341
H -0.22 -0.03 -0.65  -0.148
H 1.96 -0.99 -1.27  0.573
H 4.36 -0.45 -1.42  0.416
H 5.06 1.90 -1.76  0.397
H 3.37 3.67 -1.90  0.381
H 1.17 4.44 -1.63  0.445
H 0.14 3.42 -2.65  0.308
H -0.03 3.36 -0.90  0.232

SMILES = Cc1ccccc1NC(=O)CNc1ccccc1N1CCCCC1
Multiplicity = 1
HOMO-LUMO gap = 8.8217 eV
Energy relative to the best compared isomer or geometry (same formula, charge and spin) = 0.9 kcal/mol
E_HOMO = -8.0 eV
LUMO level = 0.779 eV

***

Record 2
C20H25N3O3 | ωB97M-V/def2-TZVPD

Last column: Mulliken charge in e.
Element x y z (Å)
C -7.36 -1.24 -0.99  -1.298
C -6.21 -1.17 0.00  -0.107
O -5.06 -0.72 -0.69  -0.369
C -3.98 -0.36 0.13  -0.399
C -3.26 -1.56 0.77  -0.399
H -3.00 -2.27 -0.01  0.226
H -3.94 -2.05 1.47  0.407
C -2.01 -1.13 1.53  -0.909
N -0.96 -0.72 0.63  0.156
C 0.31 -1.15 0.74  0.307
O 0.70 -1.94 1.57  -0.683
C 1.22 -0.51 -0.34  0.103
N 1.36 0.92 -0.10  -0.065
C 0.46 1.84 -0.46  -0.077
O -0.64 1.58 -0.94  -0.842
C 0.90 3.24 -0.19  0.884
N 2.11 3.39 0.35  -0.406
C 2.53 4.62 0.59  -0.226
C 1.78 5.75 0.31  -0.524
C 0.52 5.59 -0.26  -0.347
C 0.07 4.30 -0.51  -0.560
H -0.89 4.11 -0.95  0.431
H -0.10 6.44 -0.49  0.427
H 2.16 6.74 0.53  0.374
H 3.51 4.70 1.03  0.437
H 2.22 1.26 0.31  0.491
C 2.57 -1.17 -0.36  0.599
C 3.00 -1.90 -1.46  -0.613
C 4.24 -2.52 -1.45  -0.861
C 5.08 -2.41 -0.36  0.986
C 4.65 -1.68 0.74  -1.047
C 3.41 -1.06 0.74  -0.334
H 3.09 -0.51 1.61  0.395
H 5.29 -1.59 1.61  0.334
C 6.41 -3.09 -0.35  -1.452
H 6.83 -3.14 -1.35  0.383
H 7.11 -2.58 0.31  0.367
H 6.30 -4.12 0.02  0.268
H 4.55 -3.08 -2.32  0.374
H 2.35 -2.00 -2.32  0.365
H 0.72 -0.64 -1.31  0.331
H -1.17 0.00 -0.05  0.126
H -1.61 -1.97 2.11  0.371
H -2.26 -0.31 2.22  0.342
H -4.31 0.33 0.92  0.288
H -3.30 0.18 -0.54  0.184
H -6.45 -0.49 0.82  0.284
H -6.03 -2.17 0.42  0.258
H -8.26 -1.59 -0.49  0.387
H -7.55 -0.25 -1.41  0.315
H -7.11 -1.91 -1.81  0.317

SMILES = CCOCCCNC(=O)[C@@H](NC(=O)c1ccccn1)c1ccc(C)cc1
Multiplicity = 1
HOMO-LUMO gap = 9.1271 eV
Energy relative to the best compared isomer or geometry (same formula, charge and spin) = 29.2 kcal/mol
E_HOMO = -8.9 eV
LUMO level = 0.186 eV